{"formula": "C19H36FN2O6P", "method": "the ωB97M-V functional and the def2-TZVPD basis", "smiles": "CCC[C@@H](C)O[P@@](=O)(OCOC(C)=O)O[C@@H](F)CC.CCCC#N.CCCC#N", "orbital_gap_ha": 0.4006, "homo_energy_ev": -10.369, "multiplicity": 1, "species": ["P", "F", "O", "O", "O", "O", "O", "O", "N", "N", "C", "C", "C", "C", "C", "C", "C", "C", "C", "C", "C", "C", "C", "C", "C", "C", "C", "C", "C", "H", "H", "H", "H", "H", "H", "H", "H", "H", "H", "H", "H", "H", "H", "H", "H", "H", "H", "H", "H", "H", "H", "H", "H", "H", "H", "H", "H", "H", "H", "H", "H", "H", "H", "H", "H"], "positions_angstrom": [[-0.87984, -2.59188, -0.83064], [-1.67707, -1.31166, -4.15074], [-1.54783, -3.84168, -0.10195], [2.03969, -0.66689, 1.63960], [-0.94219, -1.33291, -0.08763], [0.68305, -3.01102, -1.07008], [2.39468, -1.71875, -0.25216], [-1.60215, -2.53764, -2.28285], [-5.21472, 2.55593, -1.96582], [4.71137, 4.79818, 0.26222], [-2.12851, 4.82870, -2.06881], [0.01689, -4.98183, 1.41488], [2.15028, -0.56941, 0.47841], [-4.76665, 3.42607, -1.36506], [-1.87041, -2.95733, 4.10933], [-2.40906, -4.46353, 2.05442], [-3.41449, 0.15147, -1.24706], [6.29706, 1.44364, 1.22154], [-3.25784, -0.70227, -2.53178], [-2.26549, -4.37242, 3.58942], [1.51193, -1.88924, -1.34742], [2.06801, 0.82298, -0.14710], [-1.81781, -1.21458, -2.76389], [7.02391, 3.59933, 0.07448], [-1.14755, -3.96011, 1.29016], [6.87917, 2.07965, -0.03533], [-4.18723, 4.52707, -0.59704], [5.72811, 4.27099, 0.17851], [-3.37137, 5.48077, -1.47366], [-3.99417, 5.87580, -2.27943], [2.49999, 1.62105, 0.46598], [-3.44240, -0.02065, -3.38578], [-1.54972, -5.14861, 3.91646], [2.13516, -2.16364, -2.21959], [-2.47872, 0.71633, -1.07591], [7.54303, 3.97416, -0.81031], [5.28040, 1.79335, 1.41134], [-2.39091, 4.01037, -2.74250], [-3.06219, 6.33260, -0.86381], [7.86585, 1.64911, -0.22101], [0.35110, -5.07278, 2.46063], [0.98759, 1.05842, -0.24651], [6.90834, 1.67300, 2.09679], [-1.55700, 5.55962, -2.64201], [-3.25336, -3.86652, 1.66263], [7.64335, 3.85639, 0.93643], [-3.52154, -0.52176, -0.37257], [-4.99605, 5.08409, -0.11921], [-0.79605, -3.02152, 1.74896], [0.83482, -4.70335, 0.73330], [-4.30110, 0.80397, -1.24715], [-1.05374, -0.48735, -2.45009], [6.25409, 1.82341, -0.89402], [6.25980, 0.35915, 1.11108], [-2.17909, -2.88170, 5.16372], [-0.39347, -5.96200, 1.10437], [-0.78090, -2.81262, 3.99268], [-3.56198, 4.12757, 0.20490], [-3.25503, -4.59865, 4.03213], [2.45615, 0.81783, -1.18342], [0.96179, -0.98006, -1.63078], [-2.55687, -5.50466, 1.70385], [-2.38447, -2.16825, 3.52930], [-1.47978, 4.43351, -1.28396], [-3.99683, -1.51722, -2.60042]], "atomic_forces_ev_per_a": [[0.0, -0.6, 0.2], [0.3, -0.3, 0.5], [0.9, 1.0, -0.9], [0.0, -0.4, 2.4], [0.0, 0.4, -0.1], [-1.5, 0.6, -0.3], [-0.8, 1.0, -0.8], [0.8, 0.2, 1.4], [-0.1, 0.4, -0.1], [0.0, -0.1, 0.0], [0.0, 0.0, -0.1], [-0.9, -0.1, -0.6], [0.2, 0.9, -0.5], [0.0, 0.0, 0.1], [0.1, -0.6, -0.4], [0.6, 0.3, -0.8], [0.1, -1.1, 0.7], [-0.1, 0.0, -0.1], [0.2, 1.0, 0.0], [-0.5, 0.3, -0.2], [1.5, -0.7, -1.1], [-0.8, -0.6, -1.6], [-1.5, 0.4, -1.3], [0.2, -0.2, -0.3], [0.3, -1.3, 1.8], [-0.1, -0.3, 0.2], [0.0, 0.4, 0.0], [0.1, 0.1, 0.1], [0.3, 0.0, -0.2], [-0.1, 0.0, 0.1], [0.1, -0.6, 0.0], [0.1, -0.4, 0.3], [-0.3, 0.4, 0.1], [-0.3, -0.1, 0.4], [-0.6, 0.0, -0.1], [-0.1, 0.1, 0.0], [0.0, 0.0, 0.0], [0.0, 0.0, 0.0], [-0.1, 0.0, 0.1], [0.0, 0.1, -0.1], [0.0, 0.2, -0.4], [0.5, -0.2, 0.1], [0.0, 0.0, 0.0], [0.0, 0.0, 0.0], [0.2, -0.2, 0.4], [-0.1, 0.1, 0.0], [0.2, 0.4, -0.3], [-0.1, -0.1, 0.0], [-0.4, 0.0, -0.8], [-0.1, -0.1, 0.5], [0.7, -0.5, -0.3], [-0.2, -0.4, 0.2], [0.1, 0.1, 0.0], [0.0, 0.0, 0.1], [0.4, 0.2, -0.4], [0.4, 0.3, 0.1], [-0.5, 0.2, 0.3], [0.0, -0.1, -0.1], [0.5, -0.2, -0.2], [0.1, 0.3, 0.6], [0.0, -0.3, 0.6], [-0.2, 0.4, 0.4], [0.2, -0.3, 0.3], [0.0, 0.0, 0.0], [0.5, 0.2, 0.1]], "nbo_charge": [2.561, -0.365, -0.795, -0.530, -1.128, -0.794, -0.524, -0.786, -0.353, -0.337, -0.613, -0.641, 0.804, 0.310, -0.620, -0.410, -0.619, -0.613, -0.455, -0.401, 0.207, -0.747, 0.481, -0.513, 0.080, -0.378, -0.513, 0.291, -0.378, 0.210, 0.260, 0.226, 0.201, 0.177, 0.201, 0.250, 0.214, 0.213, 0.210, 0.209, 0.218, 0.252, 0.205, 0.219, 0.214, 0.245, 0.209, 0.251, 0.214, 0.235, 0.243, 0.156, 0.207, 0.220, 0.215, 0.205, 0.209, 0.247, 0.208, 0.214, 0.176, 0.206, 0.211, 0.204, 0.224]}